#A
{
  "formula": "C8H32N2O7",
  "method": "wB97M-V/def2-TZVPD",
  "elements": ["C", "O", "C", "C", "C", "N", "H", "H", "H", "H", "H", "H", "H", "H", "H", "H", "H", "C", "O", "C", "C", "C", "N", "H", "H", "H", "H", "H", "H", "H", "H", "H", "H", "H", "O", "H", "H", "O", "H", "H", "O", "H", "H", "O", "H", "H", "O", "H", "H"],
  "xyz": [[1.939, 1.865, 3.816], [2.119, 1.523, 2.446], [3.414, 1.951, 1.955], [3.619, 1.758, 0.489], [4.054, 0.309, 0.183], [4.669, 2.631, -0.004], [0.875, 1.771, 4.033], [2.187, 2.908, 4.034], [2.491, 1.227, 4.508], [3.432, 3.013, 2.217], [4.129, 1.381, 2.555], [2.688, 1.898, -0.070], [3.405, -0.486, 0.547], [5.013, 0.129, 0.678], [4.177, 0.185, -0.893], [4.317, 3.536, -0.294], [5.048, 2.236, -0.856], [-0.613, -1.356, -5.178], [-1.849, -1.111, -4.534], [-1.967, -1.805, -3.298], [-3.014, -1.194, -2.339], [-2.475, 0.024, -1.593], [-3.313, -2.231, -1.348], [0.303, -1.235, -4.594], [-0.489, -0.676, -6.023], [-0.510, -2.337, -5.656], [-2.342, -2.789, -3.613], [-1.023, -2.030, -2.792], [-3.869, -0.940, -2.964], [-2.189, 0.748, -2.358], [-1.574, -0.267, -1.049], [-3.132, 0.429, -0.825], [-2.576, -2.483, -0.705], [-3.535, -3.085, -1.848], [-3.956, -0.895, 2.611], [-4.333, -1.438, 3.309], [-3.024, -1.149, 2.582], [-0.409, 0.154, 1.664], [0.358, 0.493, 2.148], [-1.178, 0.553, 2.105], [1.026, -0.705, -0.555], [0.977, -0.090, -1.292], [0.421, -0.341, 0.110], [-1.331, -2.408, 2.523], [-1.510, -3.036, 1.817], [-1.064, -1.593, 2.070], [-2.773, 1.610, 2.250], [-3.077, 2.337, 1.700], [-3.533, 1.015, 2.328]],
  "nbo_charge": [-0.26, -0.58, -0.05, -0.09, -0.61, -0.83, 0.19, 0.17, 0.17, 0.17, 0.17, 0.18, 0.24, 0.20, 0.20, 0.36, 0.36, -0.26, -0.54, -0.07, -0.06, -0.62, -0.83, 0.17, 0.19, 0.16, 0.15, 0.18, 0.20, 0.21, 0.20, 0.22, 0.35, 0.35, -0.97, 0.48, 0.49, -1.01, 0.51, 0.51, -0.97, 0.46, 0.50, -0.97, 0.47, 0.49, -0.98, 0.48, 0.51],
  "e_homo_ev": -9.18,
  "multiplicity": 1,
  "lumo_ev": 0.553,
  "orbital_gap_ha": 0.3575
}

#B
{
  "formula": "C8H32N2O7",
  "method": "wB97M-V/def2-TZVPD",
  "elements": ["C", "O", "C", "C", "C", "N", "H", "H", "H", "H", "H", "H", "H", "H", "H", "H", "H", "C", "O", "C", "C", "C", "N", "H", "H", "H", "H", "H", "H", "H", "H", "H", "H", "H", "O", "H", "H", "O", "H", "H", "O", "H", "H", "O", "H", "H", "O", "H", "H"],
  "xyz": [[19.966, -20.318, 11.580], [19.086, -19.202, 11.287], [17.928, -19.098, 12.174], [16.959, -17.920, 11.911], [15.846, -17.837, 12.951], [16.280, -18.037, 10.579], [19.408, -21.254, 11.608], [20.575, -20.226, 12.479], [20.685, -20.435, 10.768], [17.430, -20.061, 12.285], [18.289, -18.942, 13.191], [17.592, -17.040, 12.030], [16.224, -17.605, 13.947], [15.363, -18.813, 12.896], [15.078, -17.113, 12.681], [15.581, -18.765, 10.571], [15.692, -17.217, 10.634], [5.370, -22.114, 16.274], [4.087, -22.729, 15.979], [4.144, -23.260, 14.662], [2.770, -23.886, 14.190], [2.495, -25.243, 14.817], [2.681, -24.086, 12.778], [6.216, -22.741, 15.993], [5.265, -21.942, 17.345], [5.497, -21.218, 15.667], [4.377, -22.434, 13.990], [4.923, -24.013, 14.545], [1.953, -23.232, 14.493], [3.259, -25.977, 14.561], [1.523, -25.687, 14.601], [2.572, -25.125, 15.898], [3.039, -23.211, 12.421], [3.420, -24.724, 12.519], [8.434, -18.909, 11.070], [9.310, -19.105, 10.737], [7.845, -19.411, 10.506], [5.262, -14.757, 11.448], [5.939, -15.416, 11.602], [5.628, -14.192, 10.768], [7.216, -25.506, 10.044], [7.908, -26.065, 9.690], [7.429, -24.629, 9.725], [12.118, -21.258, 9.694], [12.208, -21.483, 8.768], [12.548, -21.976, 10.158], [5.490, -20.332, 7.580], [5.104, -19.518, 7.257], [5.136, -21.010, 7.004]],
  "nbo_charge": [-0.25, -0.54, -0.06, -0.07, -0.62, -0.81, 0.17, 0.17, 0.19, 0.16, 0.16, 0.20, 0.21, 0.20, 0.21, 0.35, 0.34, -0.25, -0.54, -0.07, -0.07, -0.61, -0.80, 0.17, 0.20, 0.17, 0.15, 0.16, 0.19, 0.19, 0.22, 0.21, 0.34, 0.34, -0.94, 0.47, 0.47, -0.94, 0.47, 0.47, -0.93, 0.47, 0.47, -0.94, 0.47, 0.47, -0.94, 0.47, 0.47],
  "e_homo_ev": -9.45,
  "multiplicity": 1,
  "lumo_ev": 0.153,
  "orbital_gap_ha": 0.3529
}

Stability check: which of them is most stable? #A.

#A
{
  "formula": "C26H36N3O2",
  "method": "wB97M-V/def2-TZVPD",
  "elements": ["C", "N", "C", "C", "C", "C", "C", "N", "C", "C", "O", "C", "C", "C", "C", "C", "C", "C", "C", "N", "C", "C", "O", "C", "C", "C", "C", "C", "C", "C", "C", "H", "H", "H", "H", "H", "H", "H", "H", "H", "H", "H", "H", "H", "H", "H", "H", "H", "H", "H", "H", "H", "H", "H", "H", "H", "H", "H", "H", "H", "H", "H", "H", "H", "H", "H", "H"],
  "xyz": [[1.539, -0.319, 3.884], [1.020, -0.315, 2.470], [2.105, -0.335, 1.443], [1.493, -0.317, 0.020], [1.050, -1.477, -0.644], [0.581, -1.428, -1.960], [0.599, -0.218, -2.674], [0.202, -0.137, -4.007], [0.971, 0.742, -4.889], [0.182, 1.071, -6.149], [-0.379, -0.093, -6.760], [-1.172, -0.871, -5.863], [-0.368, -1.318, -4.645], [0.984, 0.959, -1.997], [1.421, 0.900, -0.675], [3.237, -1.383, 1.599], [3.889, -1.637, 2.819], [4.827, -2.656, 2.948], [5.355, -3.276, 1.800], [6.300, -4.294, 1.915], [7.500, -4.167, 1.095], [8.434, -5.370, 1.218], [8.521, -5.887, 2.548], [7.237, -6.199, 3.097], [6.414, -4.928, 3.226], [4.881, -2.866, 0.540], [3.828, -1.961, 0.454], [0.002, -1.489, 2.356], [-1.397, -0.871, 2.373], [-1.267, 0.656, 2.392], [0.212, 1.017, 2.339], [2.343, 0.420, 3.983], [0.706, -0.031, 4.534], [1.865, -1.325, 4.163], [2.598, 0.640, 1.591], [1.083, -2.459, -0.167], [0.246, -2.349, -2.444], [1.211, 1.672, -4.372], [1.915, 0.244, -5.187], [-0.610, 1.802, -5.891], [0.854, 1.489, -6.913], [-2.053, -0.299, -5.507], [-1.492, -1.741, -6.455], [0.435, -2.009, -4.967], [-1.041, -1.822, -3.947], [0.917, 1.928, -2.496], [1.709, 1.832, -0.183], [3.693, -1.052, 3.710], [5.183, -2.942, 3.941], [8.075, -3.263, 1.376], [7.194, -4.062, 0.048], [8.094, -6.153, 0.511], [9.465, -5.062, 0.984], [7.447, -6.619, 4.094], [6.670, -6.922, 2.473], [6.896, -4.254, 3.957], [5.406, -5.184, 3.579], [5.308, -3.303, -0.363], [3.477, -1.692, -0.539], [0.203, -2.054, 1.450], [0.186, -2.151, 3.211], [-1.961, -1.214, 1.498], [-1.933, -1.219, 3.267], [-1.784, 1.113, 1.541], [-1.701, 1.075, 3.306], [0.532, 1.671, 3.159], [0.488, 1.504, 1.405]],
  "nbo_charge": [-0.41, -0.23, -0.04, -0.17, -0.12, -0.32, 0.30, -0.45, -0.24, -0.08, -0.52, -0.07, -0.25, -0.30, -0.12, -0.13, -0.20, -0.22, 0.20, -0.44, -0.24, -0.08, -0.52, -0.08, -0.24, -0.24, -0.17, -0.20, -0.43, -0.44, -0.20, 0.23, 0.23, 0.24, 0.22, 0.21, 0.23, 0.21, 0.19, 0.17, 0.21, 0.17, 0.21, 0.19, 0.21, 0.23, 0.20, 0.20, 0.22, 0.18, 0.21, 0.17, 0.21, 0.21, 0.17, 0.18, 0.21, 0.23, 0.23, 0.24, 0.22, 0.24, 0.23, 0.24, 0.23, 0.22, 0.24],
  "e_homo_ev": -10.33,
  "multiplicity": 1,
  "lumo_ev": -2.074,
  "orbital_gap_ha": 0.3033,
  "charge": 1
}

#B
{
  "formula": "C26H36N3O2",
  "method": "wB97M-V/def2-TZVPD",
  "elements": ["C", "O", "C", "C", "C", "C", "C", "C", "C", "N", "C", "C", "C", "C", "C", "C", "C", "C", "C", "O", "N", "C", "C", "C", "C", "C", "C", "H", "H", "H", "H", "H", "H", "H", "H", "H", "H", "H", "H", "H", "H", "H", "H", "H", "H", "H", "H", "H", "H", "H", "H", "H", "H", "H", "C", "C", "C", "N", "H", "H", "H", "H", "H", "H", "H", "H", "H"],
  "xyz": [[-8.618, -0.202, 0.996], [-7.890, 0.420, 2.087], [-6.565, 0.145, 2.197], [-5.850, 0.756, 3.261], [-4.516, 0.476, 3.446], [-3.808, -0.422, 2.592], [-2.441, -0.783, 2.830], [-1.683, -1.558, 1.959], [-0.343, -1.880, 2.131], [0.313, -2.750, 1.342], [1.739, -3.034, 1.531], [2.626, -1.797, 1.356], [4.094, -2.111, 1.524], [4.987, -1.855, 0.479], [6.322, -2.244, 0.593], [6.780, -2.854, 1.768], [5.893, -3.061, 2.832], [4.551, -2.686, 2.713], [2.000, -4.102, 0.470], [3.042, -4.721, 0.275], [0.844, -4.263, -0.243], [0.753, -5.168, -1.366], [-0.291, -3.471, 0.202], [-1.441, -4.400, 0.624], [-0.732, -2.523, -0.926], [-4.537, -0.977, 1.501], [-5.888, -0.740, 1.325], [-9.626, 0.199, 1.097], [-8.193, 0.074, 0.020], [-8.632, -1.296, 1.101], [-6.390, 1.433, 3.918], [-3.977, 0.944, 4.271], [-1.977, -0.458, 3.762], [-2.186, -1.953, 1.082], [0.245, -1.424, 2.933], [1.918, -3.482, 2.527], [2.443, -1.379, 0.352], [2.308, -1.049, 2.100], [4.609, -1.383, -0.431], [7.001, -2.080, -0.243], [7.822, -3.168, 1.852], [6.239, -3.528, 3.754], [3.846, -2.855, 3.531], [1.734, -5.614, -1.537], [0.025, -5.961, -1.159], [0.434, -4.628, -2.265], [-1.055, -5.180, 1.292], [-2.233, -3.858, 1.146], [-1.869, -4.869, -0.271], [0.142, -1.980, -1.310], [-1.175, -3.122, -1.731], [-1.471, -1.792, -0.589], [-4.051, -1.642, 0.788], [-6.430, -1.238, 0.516], [1.261, 1.474, 6.600], [0.725, 1.739, 5.201], [-0.795, 1.881, 5.151], [-1.376, 1.496, 3.874], [2.340, 1.296, 6.562], [1.094, 2.319, 7.275], [0.792, 0.588, 7.041], [1.167, 2.666, 4.818], [1.043, 0.930, 4.533], [-1.265, 1.215, 5.886], [-1.069, 2.907, 5.449], [-0.739, 1.559, 3.088], [-2.245, 1.965, 3.641]],
  "nbo_charge": [-0.26, -0.46, 0.39, -0.26, -0.15, -0.11, 0.03, -0.40, 0.22, -0.34, -0.13, -0.40, -0.05, -0.20, -0.19, -0.20, -0.21, -0.17, 0.68, -0.57, -0.46, -0.42, 0.33, -0.64, -0.64, -0.12, -0.32, 0.22, 0.19, 0.19, 0.25, 0.22, 0.26, 0.21, 0.23, 0.24, 0.22, 0.21, 0.21, 0.22, 0.23, 0.22, 0.19, 0.26, 0.21, 0.20, 0.24, 0.22, 0.23, 0.23, 0.23, 0.22, 0.21, 0.24, -0.60, -0.40, -0.21, -0.87, 0.22, 0.22, 0.20, 0.21, 0.18, 0.17, 0.19, 0.37, 0.37],
  "e_homo_ev": -11.09,
  "multiplicity": 1,
  "lumo_ev": -4.319,
  "orbital_gap_ha": 0.2488,
  "charge": 1
}

Stability check: which of them is most stable? #B.

#A
{
  "formula": "C3H8FNO",
  "method": "wB97M-V/def2-TZVPD",
  "elements": ["N", "C", "C", "O", "C", "F", "H", "H", "H", "H", "H", "H", "H", "H"],
  "xyz": [[-0.990, 1.272, 0.859], [-0.838, -0.137, 0.922], [-0.012, -0.686, -0.255], [-0.731, -0.443, -1.400], [1.323, -0.103, -0.262], [2.068, -0.859, -1.180], [-0.130, 1.832, 0.814], [-1.499, 1.498, -0.015], [-0.452, -0.396, 1.915], [-1.813, -0.553, 0.854], [0.109, -1.756, -0.044], [-0.131, -0.410, -2.163], [1.294, 0.892, -0.708], [1.805, -0.151, 0.662]],
  "nbo_charge": [-0.83, -0.23, 0.04, -0.71, 0.02, -0.38, 0.35, 0.36, 0.19, 0.20, 0.16, 0.48, 0.17, 0.18],
  "e_homo_ev": -9.30,
  "multiplicity": 1,
  "lumo_ev": 0.917,
  "orbital_gap_ha": 0.3756
}

#B
{
  "formula": "C3H8FNO",
  "method": "wB97M-V/def2-TZVPD",
  "elements": ["C", "C", "C", "H", "H", "H", "H", "H", "H", "H", "H", "N", "O", "F"],
  "xyz": [[0.213, 0.408, 0.521], [-0.701, -0.709, 0.074], [1.506, -0.221, 0.425], [-1.291, 1.444, -0.614], [0.474, 1.384, -1.170], [0.036, 0.682, 1.519], [-0.776, -1.438, 0.961], [-0.190, -1.141, -0.894], [-2.377, -0.705, -1.334], [1.488, -1.167, 0.917], [2.130, 0.542, 1.002], [-0.084, 1.694, -0.290], [-2.157, -0.317, -0.191], [1.729, -0.456, -0.926]],
  "nbo_charge": [-0.15, -0.10, 0.03, 0.39, 0.34, 0.20, 0.19, 0.20, 0.47, 0.18, 0.19, -0.82, -0.74, -0.37],
  "e_homo_ev": -9.79,
  "multiplicity": 1,
  "lumo_ev": 0.370,
  "orbital_gap_ha": 0.3733
}

Stability check: which of them is most stable? #A.

#A
{
  "formula": "C9H18NO2",
  "method": "wB97M-V/def2-TZVPD",
  "elements": ["C", "C", "C", "C", "C", "C", "C", "C", "C", "N", "O", "O", "H", "H", "H", "H", "H", "H", "H", "H", "H", "H", "H", "H", "H", "H", "H", "H", "H", "H"],
  "xyz": [[-0.116, -0.292, 2.919], [-0.316, 0.775, 2.095], [-0.430, 0.717, 0.642], [-0.630, 2.126, 2.632], [-1.692, -2.183, 0.418], [1.370, -1.216, -2.061], [1.229, 1.154, -1.822], [-0.759, -0.076, -2.175], [0.386, -0.231, -0.111], [0.564, -0.113, -1.560], [-1.110, 1.528, -0.001], [1.473, -0.833, 0.419], [-0.062, -0.133, 4.010], [0.232, -1.316, 2.626], [-0.914, 1.856, 3.628], [-1.587, 2.563, 2.118], [0.124, 2.974, 2.611], [-1.256, -1.597, 1.197], [-2.715, -1.850, -0.019], [-1.245, -3.085, 0.144], [1.022, -1.477, -3.035], [2.466, -1.040, -2.010], [1.276, -2.079, -1.432], [1.441, 1.155, -2.862], [0.663, 2.167, -1.653], [2.185, 1.182, -1.211], [-0.740, 0.116, -3.356], [-1.320, -1.045, -1.836], [-1.132, 0.828, -1.722], [1.593, -0.574, 1.406]],
  "nbo_charge": [-0.35, -0.10, 0.38, -0.66, -0.48, -0.42, -0.44, -0.45, 0.49, -0.29, -0.53, -0.68, 0.24, 0.21, 0.23, 0.26, 0.25, 0.16, 0.20, 0.18, 0.24, 0.25, 0.25, 0.23, 0.28, 0.24, 0.25, 0.25, 0.28, 0.54],
  "e_homo_ev": [-12.70, -12.47],
  "multiplicity": 1,
  "lumo_ev": [-3.692, -5.009],
  "orbital_gap_ha": [0.3309, 0.2744],
  "charge": 1
}

#B
{
  "formula": "C9H18NO2",
  "method": "wB97M-V/def2-TZVPD",
  "elements": ["C", "C", "C", "C", "C", "C", "C", "C", "C", "N", "O", "O", "H", "H", "H", "H", "H", "H", "H", "H", "H", "H", "H", "H", "H", "H", "H", "H", "H", "H"],
  "xyz": [[0.123, -0.048, -2.996], [-0.346, -0.915, -2.132], [-0.794, -0.510, -0.696], [-0.456, -2.383, -2.393], [-0.236, 2.202, -0.357], [1.178, 1.085, 2.167], [0.501, -1.263, 1.781], [-1.075, 0.564, 2.029], [0.253, 0.342, 0.044], [0.256, 0.208, 1.490], [-1.921, -0.740, -0.370], [1.487, 0.241, -0.509], [0.418, -0.174, -4.051], [-0.143, 0.966, -2.914], [-0.513, -2.960, -1.562], [0.325, -2.827, -3.061], [-1.363, -2.605, -3.019], [0.475, 2.715, 0.269], [0.128, 2.243, -1.366], [-1.247, 2.379, -0.042], [2.289, 0.644, 2.039], [1.086, 2.008, 1.719], [0.997, 1.137, 3.227], [-0.245, -1.778, 1.322], [1.450, -1.452, 1.452], [0.374, -1.501, 2.792], [-1.310, -0.076, 2.946], [-1.170, 1.648, 2.156], [-1.951, 0.417, 1.466], [1.431, 0.433, -1.432]],
  "nbo_charge": [-0.45, -0.04, 0.52, -0.66, -0.55, -0.40, -0.38, -0.45, 0.38, -0.26, -0.50, -0.72, 0.24, 0.20, 0.22, 0.25, 0.26, 0.20, 0.22, 0.22, 0.25, 0.22, 0.25, 0.23, 0.23, 0.23, 0.25, 0.24, 0.28, 0.52],
  "e_homo_ev": -13.24,
  "multiplicity": 1,
  "lumo_ev": -3.488,
  "orbital_gap_ha": 0.3584,
  "charge": 1
}

Stability check: which of them is most stable? #B.